Record 1
A molecular structure, C18H32BCl16F10HgNO4S2 in a non-equilibrium geometry, computed with ωB97M-V/def2-TZVPD.

Last column: Löwdin spin population.
Geometry (Å):
1 Hg 0.21809 2.98527 -2.38096  0.479
2 B -1.02200 5.32597 -1.79584  0.053
3 F -1.74800 6.19651 -1.07007  0.003
4 F -1.65578 4.04373 -1.81521  0.067
5 F -0.80088 5.66967 -3.12939  0.029
6 F 0.20325 5.08238 -1.26686  0.049
7 C -0.59894 -0.94302 -0.87842  0.002
8 F -1.38235 -1.63651 0.00219  0.000
9 F 0.68970 -1.12632 -0.56023  0.000
10 F -0.86158 -1.15818 -2.23222  0.001
11 S -0.97045 0.90084 -0.32703  0.023
12 O -1.77990 1.40968 -1.46507  0.031
13 O -1.69756 0.93161 0.90523  0.002
14 N 0.50816 1.84846 -0.57204  0.096
15 S 0.99633 1.99387 0.87152  0.015
16 O 0.41632 3.17488 1.51499  0.002
17 O 0.87029 0.79924 1.69556  0.012
18 C 2.85457 2.48326 0.69088  0.001
19 F 2.80665 3.65528 0.01312  0.004
20 F 3.28260 2.69395 1.98761  0.000
21 F 3.56966 1.57467 0.11268  0.001
22 Cl 3.37919 -1.78407 -1.99256  0.000
23 C 2.60415 -1.99657 -3.56694  0.003
24 C 2.78017 -0.69990 -4.43050  0.022
25 Cl 2.02565 0.71235 -3.52088  0.098
26 H 1.57278 -2.18825 -3.27093  0.000
27 H 3.05772 -2.78289 -4.17034  0.001
28 H 2.20505 -0.72654 -5.35605  0.000
29 H 3.82198 -0.40791 -4.56260  0.001
30 Cl -4.51071 -2.67658 -4.79055  0.000
31 C -4.49790 -0.89921 -4.37491  0.000
32 C -3.13117 -0.24665 -4.72619  0.000
33 Cl -2.82892 -0.26018 -6.43069  0.001
34 H -4.77202 -0.84294 -3.32145  0.000
35 H -5.32351 -0.41807 -4.89929  0.000
36 H -2.30052 -0.78019 -4.26417  0.000
37 H -3.06902 0.78457 -4.37860  0.000
38 Cl -6.20636 4.73597 -1.16247  0.000
39 C -4.81227 4.27824 -2.20252  0.001
40 C -4.90589 2.75410 -2.40325  0.000
41 Cl -4.81251 1.74489 -0.93531  0.001
42 H -4.06076 4.83190 -1.63968  0.001
43 H -5.05903 4.75471 -3.15130  0.000
44 H -4.06486 2.50139 -3.04893  0.000
45 H -5.76154 2.45982 -3.01100  0.000
46 Cl 3.16456 -3.39193 5.37114  0.000
47 C 1.97925 -2.69029 4.20491  0.000
48 C 2.60627 -1.71415 3.14067  0.000
49 Cl 3.60890 -0.40356 3.89922  0.000
50 H 1.29348 -2.09438 4.80717  0.000
51 H 1.42098 -3.48947 3.71733  0.000
52 H 1.85979 -1.15693 2.57470  0.000
53 H 3.22793 -2.33358 2.49418  0.000
54 Cl 4.40241 -4.17569 0.25682  0.000
55 C 3.42838 -5.62864 -0.09949  0.000
56 C 1.98669 -5.46507 0.51974  0.000
57 Cl 1.16882 -3.98459 -0.11907  0.000
58 H 3.75851 -6.53138 0.41449  0.000
59 H 3.37088 -5.91975 -1.14832  0.000
60 H 2.24451 -5.40442 1.57708  0.000
61 H 1.33510 -6.33441 0.43159  0.000
62 Cl 7.32573 -2.21014 2.18385  0.000
63 C 6.25044 -0.93064 1.55595  0.000
64 C 6.89825 0.07841 0.66302  0.000
65 Cl 8.17168 1.00651 1.51010  0.000
66 H 5.70042 -0.46451 2.37345  0.000
67 H 5.56086 -1.47453 0.91038  0.000
68 H 6.18429 0.79374 0.25476  0.000
69 H 7.35591 -0.31361 -0.24526  0.000
70 Cl -5.16818 -1.31614 0.52352  0.000
71 C -4.70056 -0.49512 1.95600  0.000
72 C -5.53370 0.79811 2.24752  0.000
73 Cl -5.06817 1.32276 3.92617  0.000
74 H -3.65019 -0.21747 1.86796  0.000
75 H -4.96515 -1.11254 2.81441  0.000
76 H -6.62026 0.71304 2.26328  0.000
77 H -5.34506 1.66773 1.61802  0.000
78 Cl -2.33141 -1.20961 4.23737  0.000
79 C -1.74713 0.55959 4.24903  0.000
80 C -0.29923 0.67267 4.79754  0.000
81 Cl -0.24737 0.14693 6.49047  0.000
82 H -2.44621 1.11791 4.87165  0.000
83 H -1.81058 0.98571 3.24778  0.000
84 H -0.06017 1.73164 4.69991  0.000
85 H 0.46144 0.11455 4.25164  0.000

As for the expectation value of S²: 0.752. The value obtained for the lowest unoccupied orbital energy (alpha / beta) is 1.7 / 0.7 eV. Its total charge is -1. The orbital gap (alpha / beta) comes out at 7.3 / 9.0 eV. As for the spin multiplicity: 2. The calculation puts the highest occupied orbital energy (alpha / beta) at -5.635 / -8.218 eV.


Record 2
A molecular structure, C18H32Ca2F6N3O27S6 in a non-equilibrium geometry, computed with ωB97M-V/def2-TZVPD.

Last column: Löwdin charge in e.
Geometry (Å):
1 Ca -1.12784 0.66140 1.17527  1.545
2 Ca 4.30894 2.05208 -0.68893  1.701
3 N 0.34970 0.36377 -0.51920  -0.381
4 S 0.82615 1.56795 -1.56528  0.531
5 O 0.16304 1.60823 -2.79030  -0.146
6 O 2.22603 1.96081 -1.51520  -0.462
7 F 0.16809 2.69395 -0.73566  -0.150
8 S 1.05874 -0.88643 -1.25390  0.466
9 O 2.46643 -0.88285 -0.98519  -0.280
10 O 0.64026 -1.25229 -2.53885  -0.198
11 F 0.42326 -1.98250 -0.33196  -0.118
12 N 3.47793 1.29164 1.22178  -0.489
13 S 3.96387 -0.05847 2.08743  0.526
14 O 2.89389 -0.87505 2.50825  -0.220
15 O 4.99209 0.22131 3.00565  -0.191
16 F 4.66051 -0.69563 0.82137  -0.168
17 S 2.31706 1.95990 2.07186  0.500
18 O 2.72726 2.62811 3.24143  -0.172
19 O 1.03845 1.31869 2.08132  -0.352
20 F 2.09491 3.15311 1.03220  -0.190
21 N -3.30192 4.75064 -0.24177  -0.250
22 S -3.34870 3.18056 -0.53398  0.513
23 O -2.31448 2.42539 0.14768  -0.443
24 O -3.78824 2.68689 -1.78561  -0.232
25 F -4.61411 2.92179 0.37910  -0.162
26 S -2.49989 5.34052 -1.48686  0.473
27 O -3.27822 5.53963 -2.66095  -0.248
28 O -1.18505 4.79558 -1.65002  -0.299
29 F -2.31971 6.81829 -0.93748  -0.161
30 C 0.97322 -3.05417 -5.31715  -0.020
31 C 1.16857 -4.53887 -5.15617  -0.283
32 C 1.06908 -5.13694 -3.73996  -0.089
33 O 0.05033 -6.13241 -3.82362  0.067
34 C -0.42997 -6.20860 -5.08854  -0.566
35 O -1.19846 -7.02054 -5.46916  0.176
36 O 0.08421 -5.21110 -5.84568  0.072
37 H 1.93713 -2.55041 -5.20521  0.087
38 H 0.33222 -2.62001 -4.55086  0.058
39 H 0.54669 -2.82647 -6.29084  0.092
40 H 2.06929 -4.91211 -5.64537  0.151
41 H 0.83792 -4.43342 -2.93946  0.105
42 H 1.97373 -5.65145 -3.40812  0.132
43 C 2.55378 -4.75420 3.12128  -0.009
44 C 2.19267 -4.11893 1.82039  -0.307
45 C 3.11237 -4.45804 0.62497  -0.050
46 O 2.18031 -4.68405 -0.45932  0.052
47 C 0.91995 -4.77390 0.03478  -0.594
48 O -0.00520 -5.17092 -0.57642  0.188
49 O 0.92925 -4.68512 1.38917  0.054
50 H 3.43332 -4.20236 3.48163  0.097
51 H 2.85525 -5.79315 3.01655  0.097
52 H 1.80671 -4.64064 3.90245  0.092
53 H 2.15689 -3.03018 1.84574  0.116
54 H 3.74854 -5.33489 0.70925  0.140
55 H 3.66629 -3.55435 0.37435  0.120
56 C -2.46778 -0.33563 -2.76800  0.008
57 O -3.05319 -1.46645 -2.10442  0.044
58 C -3.12096 -1.44849 -0.79705  -0.578
59 O -2.44189 -0.74354 -0.06591  -0.051
60 O -3.95713 -2.30825 -0.27721  0.030
61 C -4.97617 -2.98284 -1.05785  0.026
62 H -1.75954 0.17317 -2.12061  0.049
63 H -3.22741 0.39133 -3.05484  0.106
64 H -1.94722 -0.63773 -3.67133  0.105
65 H -4.85695 -2.85197 -2.12219  0.098
66 H -5.94023 -2.67812 -0.66324  0.103
67 H -4.86557 -4.04323 -0.83024  0.103
68 C 0.09260 -0.42853 4.69884  -0.005
69 O -0.80472 -1.53240 4.51895  0.042
70 C -1.02146 -1.98985 3.29535  -0.587
71 O -0.83557 -1.35988 2.25763  -0.048
72 O -1.55257 -3.16429 3.35998  0.068
73 C -1.93796 -3.82868 2.13195  0.038
74 H 0.43436 -0.48173 5.72531  0.109
75 H -0.44476 0.51675 4.57116  0.101
76 H 0.91736 -0.44103 3.99257  0.063
77 H -2.21787 -4.84025 2.39914  0.113
78 H -1.11040 -3.84015 1.42845  0.070
79 H -2.80720 -3.31747 1.72489  0.093
80 C 1.32347 5.91892 0.23273  -0.061
81 C 0.26301 5.91524 1.31931  -0.218
82 O 0.03528 7.25190 1.76642  0.009
83 C -1.08606 7.41434 2.48747  -0.600
84 O -1.82147 6.52423 2.82183  0.141
85 O -1.21979 8.66586 2.87713  0.024
86 C -0.23449 9.65232 2.66009  -0.041
87 H 1.19923 6.85434 -0.30823  0.095
88 H 1.40141 4.98732 -0.30451  0.039
89 H 2.27422 6.07173 0.77508  0.076
90 H 0.40116 5.22741 2.15514  0.126
91 H -0.67933 5.62515 0.83756  0.096
92 H 0.75916 9.27278 2.89684  0.095
93 H -0.47067 10.52596 3.25357  0.097
94 H -0.22546 9.92196 1.60133  0.100

The value obtained for the lowest unoccupied orbital energy is -5.7 eV. Its total charge is +1. The orbital gap comes out at 5.9 eV. As for the spin multiplicity: 1. The calculation puts the highest occupied orbital energy at -11.650 eV.